(1)
C20H19N3O4S in the gas phase. Source: OMol25; level of theory: ωB97M-V/def2-TZVPD.

gap between HOMO and LUMO	8.72	eV
LUMO	0.5	eV
SMILES	C=CCn1c(SCC(=O)c2ccc(O)c(O)c2)nnc1-c1ccccc1OC
HOMO level	-0.30083	Ha

Atoms and positions in Å:
1 C -1.0023 -1.6945 -2.3380
2 C -0.0818 -0.7501 -2.3288
3 C -0.4039 0.7167 -2.3911
4 N -0.2663 1.3142 -1.0830
5 C 0.8612 1.8490 -0.5324
6 S 2.3966 1.9340 -1.3386
7 C 3.4226 2.0119 0.1587
8 C 2.9995 0.9836 1.2055
9 O 3.0494 1.2520 2.3774
10 C 2.5615 -0.3319 0.6809
11 C 3.3030 -1.0238 -0.2704
12 C 2.8835 -2.2660 -0.7115
13 C 1.6929 -2.8055 -0.2503
14 O 1.2582 -4.0063 -0.7025
15 C 0.9165 -2.0880 0.6767
16 O -0.2688 -2.6586 1.0414
17 C 1.3738 -0.8809 1.1652
18 N 0.6494 2.2105 0.7032
19 N -0.6134 1.8890 1.0028
20 C -1.1668 1.3457 -0.0478
21 C -2.5293 0.8295 -0.1056
22 C -3.4334 1.2790 -1.0630
23 C -4.7214 0.7786 -1.1052
24 C -5.1228 -0.1787 -0.1890
25 C -4.2396 -0.6238 0.7780
26 C -2.9457 -0.1254 0.8284
27 O -2.0635 -0.6247 1.7698
28 C -2.0774 0.0700 3.0127
29 H -0.7404 -2.7363 -2.2786
30 H -2.0537 -1.4665 -2.4154
31 H 0.9675 -0.9900 -2.2337
32 H 0.2881 1.2317 -3.0639
33 H -1.4297 0.8632 -2.7355
34 H 4.4449 1.8221 -0.1712
35 H 3.3539 3.0106 0.5895
36 H 4.2262 -0.6119 -0.6473
37 H 3.4610 -2.8268 -1.4287
38 H 0.4258 -4.1999 -0.2459
39 H -0.8327 -1.9987 1.4800
40 H 0.7966 -0.3313 1.8943
41 H -3.1312 2.0475 -1.7600
42 H -5.4127 1.1391 -1.8517
43 H -6.1263 -0.5749 -0.2227
44 H -4.5390 -1.3685 1.5001
45 H -1.6850 1.0820 2.8826
46 H -1.4339 -0.4971 3.6829
47 H -3.0906 0.1088 3.4225



(2)
C20H19N3O5 in the gas phase. Source: OMol25; level of theory: ωB97M-V/def2-TZVPD.

gap between HOMO and LUMO	8.89	eV
LUMO	0.1	eV
SMILES	COC(=O)[C@@H]1CCCN1C(=O)c1cc(COc2cccc3cccnc23)on1
HOMO level	-0.32255	Ha

Atoms and positions in Å:
1 C -4.2454 -0.1433 -2.8744
2 O -3.8288 0.1148 -1.5409
3 C -3.6754 -0.9598 -0.7636
4 O -3.9966 -2.0745 -1.0679
5 C -3.1559 -0.5656 0.6167
6 C -4.1926 0.1835 1.4567
7 C -3.3191 1.0440 2.3672
8 C -2.1892 1.4840 1.4381
9 N -2.0497 0.3726 0.5209
10 C -1.1194 0.1693 -0.4248
11 O -1.1776 -0.7947 -1.1774
12 C 0.0131 1.1156 -0.5007
13 C 1.1809 0.8823 -1.2693
14 C 1.9813 1.9518 -0.9753
15 C 3.4055 2.2275 -1.3246
16 O 4.3089 1.5067 -0.4994
17 C 4.0850 0.1463 -0.4317
18 C 4.7481 -0.7100 -1.2741
19 C 4.5264 -2.0934 -1.2129
20 C 3.6216 -2.6156 -0.3316
21 C 2.9208 -1.7703 0.5503
22 C 1.9515 -2.2368 1.4637
23 C 1.3188 -1.3463 2.2864
24 C 1.6759 0.0116 2.2058
25 N 2.5534 0.4814 1.3676
26 C 3.1694 -0.3711 0.5259
27 O 1.3298 2.7660 -0.1344
28 N 0.1253 2.2479 0.1568
29 H -4.4059 0.8272 -3.3371
30 H -3.4662 -0.6970 -3.4009
31 H -5.1648 -0.7324 -2.8769
32 H -2.8264 -1.4902 1.1091
33 H -4.7971 0.8181 0.8076
34 H -4.8455 -0.4946 2.0011
35 H -2.9225 0.4388 3.1832
36 H -3.8579 1.8892 2.7892
37 H -2.4553 2.3911 0.8867
38 H -1.2498 1.6730 1.9587
39 H 1.3707 0.0437 -1.9044
40 H 3.5730 1.9689 -2.3812
41 H 3.6397 3.2797 -1.1533
42 H 5.4469 -0.3057 -1.9912
43 H 5.0676 -2.7408 -1.8865
44 H 3.4266 -3.6776 -0.3001
45 H 1.7207 -3.2924 1.4942
46 H 0.5662 -1.6658 2.9906
47 H 1.2140 0.7427 2.8580



(3)
A molecular structure, C20H19N4Re. Source: OMol25; level of theory: ωB97M-V/def2-TZVPD.

gap between HOMO and LUMO (alpha / beta)	5.39 / 5.38	eV
LUMO (alpha / beta)	-16.1 / -16.1	eV
net charge	+4
HOMO level (alpha / beta)	-0.78801 / -0.78797	Ha

Atoms and positions in Å:
1 Re 0.1968 -0.1465 0.1219
2 N -0.2240 -1.4884 -1.5017
3 C -0.9938 -0.7165 -2.4964
4 C -1.1548 -1.0760 -3.8169
5 C -1.9858 -0.3022 -4.6456
6 C -2.6426 0.7976 -4.1436
7 C -2.4610 1.1852 -2.7929
8 C -3.1045 2.2818 -2.1965
9 C -2.8995 2.5826 -0.8457
10 C -2.0343 1.8234 -0.1052
11 N -1.3483 0.7682 -0.6543
12 C -1.5993 0.4189 -1.9869
13 H -0.7869 -2.2703 -1.1537
14 H 0.5891 -1.9321 -1.9415
15 H -0.6683 -1.9588 -4.2196
16 H -2.1228 -0.5940 -5.6787
17 H -3.3119 1.3716 -4.7740
18 H -3.7784 2.8942 -2.7881
19 H -3.4088 3.4142 -0.3766
20 H -1.8342 2.0394 0.9360
21 C 5.0910 1.3350 2.0779
22 N 3.7862 1.3865 1.3428
23 C 3.4572 2.3345 0.3719
24 C 2.2242 2.0484 -0.0705
25 N 1.7585 0.9160 0.6545
26 C 2.7932 0.5570 1.4951
27 H 5.6454 2.2341 1.8303
28 H 5.6379 0.4551 1.7506
29 H 4.8903 1.3032 3.1448
30 H 4.1350 3.1321 0.1074
31 H 1.6159 2.5717 -0.7910
32 H 2.7817 -0.2620 2.1990
33 C -0.5249 -0.9001 1.6238
34 C -1.0368 -1.4730 2.7222
35 C -0.9924 -2.9281 2.8556
36 C -1.4488 -3.4984 3.9993
37 C -1.9849 -2.6766 5.0190
38 C -2.0213 -1.2624 4.9299
39 C -1.5703 -0.6536 3.8055
40 H -0.6043 -3.5320 2.0454
41 H -1.4265 -4.5727 4.1295
42 H -2.3956 -3.1501 5.9060
43 H -2.4215 -0.6822 5.7512
44 H -1.6037 0.4229 3.7001



Looking at DFT total energy for the records above, in order, we have -1636.921982 -1313.977010 -1069.164651 a.u..